No. 1
166
Properties=species:S:1:pos:R:3:forces:R:3:mulliken_charge:R:1 method="wB97M-V/def2-TZVPD" homo_ev=-5.31 total_charge=-1
C -1.7240 5.6017 2.0212 1.0 0.9 0.6 -0.346
C -0.7594 6.1865 2.7784 -0.1 -0.5 0.1 -0.276
C 0.1934 5.4109 3.7729 -0.8 0.7 0.4 -0.528
C -0.4293 4.1046 4.3425 -0.7 -1.0 0.2 0.747
C 0.2545 2.8341 3.9809 -0.7 -1.2 1.0 -0.183
C 1.5430 2.8086 3.0510 2.5 0.5 -0.2 -0.145
O 1.3110 2.9593 1.8334 -1.0 -0.1 0.7 -0.701
O 2.7040 2.6778 3.5657 -2.8 0.4 0.2 -0.772
C -0.2333 1.5172 4.4305 -1.7 2.4 0.9 0.053
C -1.4726 1.5203 5.2641 0.9 1.0 -1.1 -0.194
C -2.1710 2.7668 5.6051 1.0 1.2 0.2 0.476
P -3.7586 2.4809 6.6155 -0.9 -1.1 -0.9 0.077
O -4.9439 3.5614 6.0413 1.4 -0.5 1.7 -0.387
Cl -3.3521 2.9017 8.6683 0.0 0.4 -0.9 -0.277
C -1.6632 4.1196 5.1788 2.8 -3.4 -1.1 0.414
S -2.5617 5.6142 5.6857 -4.6 1.0 0.2 1.680
C -1.5984 7.1593 5.6743 0.9 1.2 0.5 -1.072
O -3.6810 5.7923 4.7371 2.3 -0.1 0.2 -0.643
O -3.1410 5.5290 7.0462 2.3 -0.5 -1.1 -0.657
C -1.9480 0.1118 5.7285 -0.2 -0.9 -0.5 -1.272
O -2.3714 -0.1601 6.8322 0.3 0.8 -0.5 -0.480
C -1.8171 -1.0751 4.7072 1.1 -0.1 -1.5 1.021
C -2.8082 -2.1482 4.6144 1.2 -0.5 -0.5 0.896
C -4.0967 -2.1683 5.5023 -0.1 1.0 -1.3 -1.529
C -2.6001 -3.2588 3.6597 2.1 1.8 -0.1 0.970
C -3.6487 -4.4119 3.6089 0.1 0.5 0.5 -1.509
C -4.9522 -4.0961 2.7779 0.0 -1.2 1.0 -0.419
F -4.8771 -4.8503 1.5675 -0.3 1.1 0.7 -0.334
C -1.3666 -3.2300 2.8195 -0.8 0.6 1.3 0.432
C -1.2035 -4.4293 1.8216 0.0 0.4 -0.5 -0.778
C -2.1227 -4.2007 0.5153 0.3 -1.0 -1.2 -0.329
C -1.1913 -4.1727 -0.7433 -0.9 1.4 -0.4 0.007
F -0.8423 -5.3837 -1.3444 0.9 0.9 1.9 -0.323
C -0.7212 -2.9967 -1.3112 -0.7 -1.2 0.4 0.082
F -1.6529 -2.1356 -1.8590 2.1 0.0 1.8 -0.202
F 0.5955 -2.6392 -1.4055 -2.0 -0.5 -1.4 -0.174
C -0.3593 -2.1362 2.9222 -1.2 -0.8 0.6 0.646
C 0.9188 -2.2188 2.0298 0.4 1.0 0.2 -0.407
C 2.2351 -2.6969 2.7644 0.6 -0.7 0.0 -1.027
C 2.4550 -4.2636 2.8200 -0.3 -0.3 0.4 0.606
C 1.3702 -5.0157 3.7351 0.9 0.1 0.4 -1.194
C 2.6183 -4.9572 1.4137 0.9 0.3 0.5 -1.169
C -0.5836 -1.0375 3.8712 -2.0 -1.5 0.1 0.324
C 0.4266 0.1569 4.0621 -1.2 -0.4 -0.3 -0.259
O 1.6018 -0.0306 3.8935 -0.6 0.4 0.2 -0.496
H -2.0115 6.1377 1.0763 -0.4 -0.7 1.3 0.289
H -2.1655 4.6315 2.3425 0.6 0.6 -0.9 -0.073
H -0.5630 7.2912 2.6974 0.3 -1.3 -0.4 0.267
H 0.4780 6.0488 4.6630 -0.3 -0.5 -1.1 0.331
H 1.1501 5.2648 3.2040 -1.0 -0.4 0.6 0.507
H -5.2969 4.0149 6.8367 0.2 0.1 -0.7 0.352
H -1.6354 7.7137 4.6940 0.1 -1.2 0.8 0.247
H -2.1109 7.8425 6.4149 0.2 -1.2 -0.7 0.423
H -0.5437 7.0544 6.0605 -1.2 -0.1 -0.5 0.369
H -4.0156 -2.7894 6.4287 0.0 0.6 -0.8 0.265
H -4.9438 -2.5347 4.8495 0.8 0.2 0.9 0.314
H -4.3570 -1.0954 5.7318 0.3 -1.3 0.2 0.328
H -3.2355 -5.3886 3.2323 -0.3 1.1 0.2 0.310
H -3.9502 -4.6135 4.6786 0.2 0.2 -1.1 0.536
H -5.1386 -3.0061 2.6072 0.4 -1.0 -0.3 0.348
H -5.8200 -4.5346 3.3558 0.7 0.6 -0.8 0.296
H -0.1600 -4.5434 1.4390 -0.8 0.2 0.7 -0.825
H -1.4655 -5.4181 2.2972 0.2 1.2 -0.4 0.736
H -2.6689 -3.2287 0.6554 0.4 -1.0 -0.5 0.522
H -2.8108 -5.0749 0.3677 0.3 1.1 0.4 0.233
H 1.1181 -1.1700 1.6563 -0.2 -1.1 0.4 0.687
H 0.7922 -2.8436 1.1048 -0.2 0.6 1.0 -0.584
H 2.3310 -2.3245 3.8213 -0.4 -0.2 -1.1 0.338
H 3.1337 -2.2783 2.2160 -1.1 -0.3 0.5 0.365
H 3.4349 -4.4183 3.3666 -0.9 0.3 -0.8 0.614
H 0.6824 -4.2815 4.2309 0.4 -0.8 -0.6 0.226
H 1.9165 -5.5355 4.5793 -0.6 0.5 -0.9 0.350
H 0.8242 -5.8207 3.1801 0.3 0.9 0.4 0.265
H 1.7690 -4.7942 0.7013 0.6 -0.4 0.7 0.053
H 3.5364 -4.5227 0.9184 -0.9 -0.5 0.4 0.269
H 2.8324 -6.0510 1.6000 -0.5 1.1 -0.5 0.343
C -0.8754 -3.4800 -5.2975 -0.1 0.3 0.0 -0.801
C -1.6865 -4.4755 -6.1022 0.6 -0.1 0.2 -0.503
O -3.0509 -4.0512 -6.2237 -0.2 0.0 -0.3 -0.374
C -3.2770 -3.0944 -7.1295 0.0 0.0 0.3 0.828
O -2.4533 -2.5793 -7.8420 -0.2 -0.1 0.0 -0.573
O -4.5815 -2.7878 -7.0919 0.2 -0.1 -0.1 -0.353
C -4.9462 -1.7086 -7.9509 -0.2 0.3 -0.2 -0.619
H -1.3508 -3.2896 -4.3320 0.0 -0.2 0.0 0.281
H 0.1362 -3.8543 -5.1282 0.0 0.0 0.0 0.261
H -0.8043 -2.5203 -5.8118 0.1 -0.1 -0.1 0.367
H -1.7051 -5.4346 -5.5825 -0.3 0.1 0.0 0.290
H -1.2478 -4.6501 -7.0870 -0.1 0.2 0.0 0.365
H -4.6100 -1.8842 -8.9730 0.1 0.0 0.1 0.290
H -4.5362 -0.7729 -7.5679 0.1 -0.1 -0.1 0.264
H -6.0330 -1.6387 -7.9506 0.1 -0.2 0.2 0.234
C 9.5909 -3.4380 0.9505 -0.1 0.3 0.0 -1.106
C 8.8161 -4.4582 0.1398 0.5 0.0 0.2 -0.184
O 7.4459 -4.0682 -0.0077 -0.1 -0.1 -0.2 -0.317
C 7.2127 -3.1223 -0.9268 -0.1 0.1 0.2 0.651
O 8.0380 -2.5943 -1.6282 -0.1 -0.2 0.1 -0.569
O 5.9036 -2.8469 -0.9133 0.3 -0.2 0.0 -0.175
C 5.5259 -1.7815 -1.7873 -0.3 0.3 -0.2 -0.548
H 9.0960 -3.2521 1.9063 0.1 -0.1 0.0 0.291
H 10.6076 -3.7875 1.1389 -0.1 0.0 0.0 0.359
H 9.6480 -2.4810 0.4298 0.0 -0.1 -0.1 0.316
H 8.8114 -5.4135 0.6664 -0.3 0.1 0.0 0.292
H 9.2750 -4.6295 -0.8364 -0.1 0.2 0.0 0.304
H 5.8825 -1.9561 -2.8024 0.1 0.0 0.1 0.317
H 5.9060 -0.8336 -1.4044 0.1 -0.1 -0.1 0.330
H 4.4379 -1.7385 -1.8046 0.1 -0.2 0.2 0.047
C 1.7909 3.9057 -5.6935 0.0 -0.1 0.3 -1.109
C 1.2198 2.8980 -6.6717 0.0 0.6 -0.1 -0.165
O 1.5424 1.5574 -6.2806 -0.2 -0.2 0.0 -0.409
C 0.7996 1.0548 -5.2881 0.3 0.0 0.1 0.623
O -0.1008 1.6215 -4.7190 0.5 -0.1 -0.4 -0.581
O 1.2493 -0.1765 -5.0189 -0.1 0.2 -0.2 -0.362
C 0.6012 -0.8081 -3.9129 -0.1 -0.2 0.4 -0.402
H 2.8636 3.7471 -5.5624 0.0 0.0 -0.1 0.299
H 1.6231 4.9241 -6.0478 0.0 -0.1 0.0 0.360
H 1.3314 3.8050 -4.7091 -0.1 0.0 -0.1 0.306
H 1.6681 3.0503 -7.6545 0.1 -0.3 0.1 0.308
H 0.1401 3.0162 -6.7872 0.0 -0.1 0.2 0.296
H -0.4818 -0.8054 -4.0332 0.1 0.1 0.0 0.024
H 0.8852 -0.3129 -2.9830 -0.2 0.1 -0.1 0.522
H 0.9402 -1.8414 -3.8719 0.2 0.2 -0.2 0.180
C 4.6319 -8.3711 -7.0537 0.1 0.0 0.3 -1.104
C 3.2258 -7.9083 -7.3804 0.4 0.0 -0.4 -0.153
O 2.3651 -8.0249 -6.2407 -0.2 0.2 0.1 -0.368
C 2.4968 -7.0610 -5.3202 0.0 -0.2 0.1 0.734
O 3.2515 -6.1239 -5.3761 -0.2 -0.1 -0.1 -0.557
O 1.6577 -7.3322 -4.3130 0.1 0.1 -0.3 -0.334
C 1.7610 -6.4255 -3.2129 -0.1 0.2 0.4 -0.426
H 4.6157 -9.3795 -6.6339 0.0 0.0 -0.2 0.289
H 5.2558 -8.3690 -7.9490 -0.1 0.0 0.0 0.357
H 5.0977 -7.7234 -6.3094 -0.1 0.1 -0.1 0.312
H 2.8026 -8.5493 -8.1550 -0.2 0.0 0.2 0.291
H 3.2176 -6.8866 -7.7662 0.0 0.0 0.2 0.302
H 1.6635 -5.3905 -3.5413 0.1 -0.1 0.0 0.109
H 2.7092 -6.5756 -2.6945 0.0 0.1 -0.1 0.356
H 0.9494 -6.6459 -2.5222 0.0 -0.2 -0.2 0.196
C -2.4336 1.1268 -2.9645 0.0 0.0 0.1 -0.276
C -3.8330 1.6347 -3.2451 0.5 -0.1 -0.3 -0.422
O -4.6570 1.5568 -2.0715 -0.3 0.2 0.1 -0.391
C -4.4581 2.5234 -1.1670 0.1 -0.2 0.1 0.805
O -3.6760 3.4340 -1.2603 -0.2 0.0 0.0 -0.582
O -5.2661 2.2890 -0.1227 0.0 0.1 -0.3 -0.374
C -5.0868 3.2014 0.9628 0.0 0.2 0.4 -0.552
H -2.4710 0.1230 -2.5342 -0.1 0.0 -0.1 0.123
H -1.8355 1.0995 -3.8805 -0.4 0.0 0.4 0.083
H -1.9199 1.7639 -2.2426 0.0 0.1 -0.1 0.316
H -4.3058 1.0023 -3.9986 -0.2 0.0 0.2 0.283
H -3.8205 2.6533 -3.6395 0.0 0.0 0.2 0.344
H -5.1620 4.2360 0.6278 0.1 -0.1 0.0 0.289
H -4.1239 3.0234 1.4437 0.0 0.1 -0.1 0.235
H -5.8778 3.0133 1.6873 0.0 -0.2 -0.2 0.240
C 1.1051 13.5480 3.3080 -0.3 0.0 -0.1 -1.099
C 1.8004 12.2168 3.1006 0.3 0.5 0.0 -0.194
O 0.8818 11.1265 3.2406 0.0 -0.2 -0.1 -0.342
C 0.0871 10.9049 2.1864 -0.1 0.0 0.2 0.707
O 0.0876 11.5239 1.1531 0.0 -0.1 0.1 -0.567
O -0.7280 9.8867 2.4899 0.2 0.2 0.0 -0.258
C -1.6986 9.5977 1.4816 -0.4 -0.2 -0.3 -0.731
H 0.5742 13.5585 4.2627 0.2 0.0 0.0 0.288
H 1.8274 14.3660 3.2942 0.0 -0.1 0.0 0.361
H 0.3636 13.7317 2.5289 0.1 0.0 0.0 0.310
H 2.5621 12.0807 3.8693 -0.2 -0.3 0.0 0.299
H 2.3058 12.1728 2.1336 -0.2 -0.1 0.0 0.307
H -1.2292 9.4494 0.5091 0.0 0.2 0.1 0.337
H -2.4360 10.4003 1.4330 0.1 0.0 -0.1 0.354
H -2.2064 8.6758 1.7631 0.2 0.1 0.2 0.197

No. 2
150
Properties=species:S:1:pos:R:3:forces:R:3:mulliken_charge:R:1 method="wB97M-V/def2-TZVPD" homo_ev=-9.19 total_charge=+1
C 5.6425 -1.2757 3.3716 0.1 -0.1 0.1 -1.240
C 4.6816 -0.3763 4.1369 -0.1 -0.1 -0.3 -0.184
S 4.8037 1.3132 3.5408 1.3 -0.1 0.8 0.290
O 4.6008 1.1564 1.9620 -0.2 -0.1 -0.3 -0.453
C 3.3356 2.1185 4.0820 -1.0 -0.1 0.1 -0.716
C 2.1423 1.8776 3.1306 0.0 -0.2 1.2 -0.242
O 1.5712 0.6456 3.5575 -0.1 0.5 -1.1 -0.459
Si 0.3035 -0.0730 2.6422 -0.2 -1.6 -0.6 0.273
C 0.0168 0.7551 0.9909 0.2 0.1 0.4 -0.675
C 0.7949 -1.9081 2.2871 0.5 1.6 0.9 -0.671
C -1.3031 -0.1110 3.5849 0.2 0.4 -0.2 -0.964
H 5.2853 -1.5326 2.3781 0.0 0.1 0.0 0.265
H 6.6369 -0.8326 3.3055 0.0 0.0 -0.1 0.390
H 5.7472 -2.1957 3.9454 0.0 0.0 -0.1 0.402
H 3.6418 -0.7011 4.1246 0.0 0.1 -0.1 0.218
H 5.0208 -0.2799 5.1717 -0.1 0.2 0.0 0.474
H 4.2755 2.0050 1.6081 0.2 -0.1 -0.2 0.369
H 3.0621 1.6249 5.0182 0.1 0.2 0.1 0.424
H 3.5794 3.1581 4.2919 0.0 0.1 -0.2 0.514
H 2.4719 1.8647 2.0877 -0.5 0.0 0.0 0.132
H 1.4727 2.7284 3.2795 -0.2 -0.1 -0.1 0.415
H -0.2800 1.8026 1.0687 0.1 0.1 -0.2 0.369
H 0.8808 0.6363 0.3333 0.0 0.2 -0.1 0.151
H -0.8055 0.2124 0.5166 0.0 0.0 0.0 0.256
H -0.0015 -2.4296 1.7624 0.0 -0.1 0.1 0.387
H 0.9928 -2.3242 3.2786 -0.3 -0.4 -0.1 0.343
H 1.7458 -1.9922 1.7548 -0.2 0.0 -0.3 -0.069
H -1.2339 -0.5232 4.5896 0.0 0.0 0.0 0.345
H -1.7582 0.8819 3.6071 0.0 0.0 0.2 0.249
H -1.9861 -0.7301 2.9974 0.0 -0.1 0.1 0.264
N 5.3478 1.2374 -0.8349 0.2 0.2 0.3 0.295
C 4.2958 0.9802 -1.6575 -0.2 -0.1 0.2 -0.824
C 4.6138 1.4284 -2.8947 0.2 0.2 -0.8 -0.861
C 5.9241 1.9887 -2.8252 -0.1 0.1 -0.1 -0.396
C 6.3443 1.8724 -1.5319 0.1 -0.2 0.1 -0.852
H 5.3659 0.9847 0.1299 0.3 -0.2 0.1 0.291
H 3.4173 0.4950 -1.2963 -0.3 -0.2 0.1 0.833
H 3.9880 1.3497 -3.7698 0.0 -0.1 0.0 0.514
H 6.4883 2.4210 -3.6351 0.0 0.0 0.0 0.535
H 7.2668 2.1590 -1.0567 0.0 0.0 0.0 0.500
N 2.8438 -5.4152 -0.9906 0.3 1.0 0.5 0.086
C 3.0960 -4.0681 -1.1839 0.0 -0.3 0.5 -1.586
C 3.6251 -3.5593 -0.0072 -0.4 -0.7 -0.7 0.439
C 3.7016 -4.6372 0.9151 -0.2 -0.2 -0.2 -0.631
C 3.2156 -5.7588 0.2822 -0.1 0.2 0.0 -0.657
H 2.4340 -6.0425 -1.6601 0.0 0.1 0.0 0.319
H 2.8674 -3.5913 -2.1224 0.0 0.0 0.0 0.540
H 3.9070 -2.5375 0.1577 0.1 0.2 0.0 0.641
H 4.0534 -4.5999 1.9330 0.0 0.0 0.0 0.429
H 3.0894 -6.7660 0.6394 0.0 0.0 0.0 0.376
N 5.9177 -1.7608 -3.7237 -0.1 0.3 0.7 0.152
C 5.6030 -3.0505 -4.0205 -0.2 -0.2 0.4 -0.564
C 5.8814 -3.2482 -5.3346 0.2 0.7 0.0 -0.573
C 6.3918 -2.0226 -5.8469 -0.1 -0.6 -0.4 -0.624
C 6.3995 -1.1334 -4.8320 0.1 0.7 0.5 -0.318
H 5.8048 -1.3307 -2.8235 0.0 0.0 0.0 0.188
H 5.2057 -3.7134 -3.2710 0.0 0.0 0.0 0.475
H 5.7419 -4.1457 -5.8563 -0.1 -1.0 -0.6 0.485
H 6.7126 -1.8186 -6.8428 0.1 0.0 -0.4 0.445
H 6.7044 -0.1016 -4.7966 0.0 0.0 0.0 0.364
N 3.7800 4.3570 -4.1890 0.0 0.0 0.0 0.068
C 3.2913 4.3398 -5.4668 0.0 0.0 0.0 -0.302
C 3.1468 5.6378 -5.8797 0.0 0.0 0.0 -0.586
C 3.5678 6.4713 -4.8093 0.0 0.0 0.0 -0.579
C 3.9539 5.6514 -3.7820 0.0 0.0 0.0 -0.366
H 3.9806 3.5441 -3.6338 0.0 0.1 0.0 0.381
H 3.0894 3.4104 -5.9722 0.0 0.0 0.0 0.352
H 2.7821 5.9550 -6.8422 0.0 0.0 0.0 0.393
H 3.5867 7.5482 -4.7966 0.0 0.0 0.0 0.390
H 4.3369 5.8779 -2.8015 0.0 0.0 0.0 0.360
N 4.7426 -10.2561 -1.7533 0.1 -0.5 0.0 0.003
C 5.4504 -10.0683 -2.9124 -0.2 0.3 0.3 -0.517
C 5.3670 -8.7418 -3.2288 -0.8 0.6 1.0 -0.853
C 4.5417 -8.0964 -2.2013 0.6 -0.1 -0.9 0.385
C 4.1986 -9.0855 -1.3250 -0.1 0.1 0.1 -0.545
H 4.6305 -11.1398 -1.2910 0.0 0.0 0.0 0.184
H 5.9434 -10.8864 -3.4070 0.0 0.0 0.0 0.387
H 5.8109 -8.2846 -4.0833 0.1 0.2 -0.3 0.566
H 4.2420 -7.0439 -2.1082 0.5 -0.8 -0.2 0.102
H 3.6057 -9.0570 -0.4260 0.0 0.0 0.0 0.292
N -3.2326 4.9533 1.2015 0.0 0.0 0.0 0.148
C -3.0408 3.6513 0.8095 0.0 0.0 0.1 -0.893
C -2.5535 3.6684 -0.4718 0.0 0.0 0.0 -0.417
C -2.4432 5.0287 -0.8654 0.0 0.0 0.0 -0.639
C -2.8694 5.7948 0.1865 0.0 0.0 0.0 -0.569
H -3.5884 5.2487 2.0926 0.0 0.0 0.0 0.207
H -3.2667 2.8298 1.4708 0.1 0.0 0.0 0.719
H -2.3051 2.8015 -1.0620 0.0 0.0 0.0 0.531
H -2.0953 5.4014 -1.8137 0.0 0.0 0.0 0.456
H -2.9486 6.8626 0.2970 0.0 0.0 0.0 0.434
N -6.1880 3.2963 1.5938 -0.1 0.0 -0.1 0.205
C -6.0048 3.5947 2.9172 0.0 0.1 -0.1 -1.369
C -7.2240 3.5192 3.5355 0.0 0.0 0.1 0.094
C -8.1806 3.1525 2.5475 0.0 0.0 0.0 0.184
C -7.5085 3.0214 1.3621 0.1 0.0 0.0 -1.295
H -5.4592 3.2799 0.8973 0.0 -0.1 0.0 0.147
H -5.0309 3.8351 3.3082 0.0 0.0 0.0 0.348
H -7.4094 3.7071 4.5821 0.0 0.1 0.0 0.750
H -9.2393 3.0042 2.6912 0.0 0.0 0.0 0.555
H -7.8564 2.7604 0.3774 0.0 0.0 0.0 0.436
N -6.9767 6.1296 0.0288 0.1 0.1 0.0 0.310
C -7.2502 6.0549 -1.3092 0.0 0.0 0.0 -0.410
C -7.7485 7.2681 -1.7045 0.0 0.0 0.0 -0.626
C -7.7723 8.1093 -0.5599 0.0 0.0 0.0 -0.493
C -7.2880 7.3787 0.4930 0.0 0.0 0.0 -0.652
H -6.6061 5.3817 0.5859 0.0 0.0 0.0 0.116
H -7.0692 5.1499 -1.8641 0.0 0.0 0.0 0.414
H -8.0608 7.5248 -2.7027 0.0 0.0 0.0 0.403
H -8.1064 9.1323 -0.5153 0.0 0.0 0.0 0.419
H -7.1393 7.6395 1.5277 0.0 0.0 0.0 0.547
N -1.3225 -2.7691 -2.5916 -0.1 0.0 0.0 0.025
C -1.1113 -2.4126 -1.2886 0.1 0.0 0.0 -0.668
C -2.3118 -2.4883 -0.6323 0.0 0.0 0.0 0.121
C -3.2855 -2.9076 -1.5787 0.0 0.0 0.0 -0.999
C -2.6437 -3.0737 -2.7763 0.0 0.0 0.0 -0.418
H -0.6185 -2.8012 -3.3055 0.0 0.0 0.0 0.195
H -0.1281 -2.1409 -0.9400 0.0 0.0 0.0 0.466
H -2.4762 -2.2713 0.4111 0.0 0.0 0.0 0.489
H -4.3346 -3.0710 -1.3995 0.0 0.0 0.0 0.397
H -3.0127 -3.3820 -3.7392 0.0 0.0 0.0 0.390
N -8.6683 1.1114 5.5813 0.0 0.0 0.0 0.078
C -9.6913 0.2039 5.5949 0.0 0.0 0.0 -0.413
C -9.5120 -0.6138 6.6789 0.0 0.0 0.0 -0.548
C -8.3354 -0.1795 7.3469 0.0 0.0 0.0 -0.561
C -7.8389 0.8874 6.6458 0.0 0.0 0.0 -0.327
H -8.5413 1.8337 4.8959 0.0 -0.1 0.0 0.272
H -10.4557 0.2174 4.8370 0.0 0.0 0.0 0.352
H -10.1534 -1.4310 6.9630 0.0 0.0 0.0 0.389
H -7.9051 -0.6011 8.2398 0.0 0.0 0.0 0.388
H -6.9717 1.5034 6.8133 0.0 0.0 0.0 0.346
N -9.4356 6.0371 3.9485 0.0 0.0 0.0 0.129
C -10.0120 5.7592 5.1583 0.1 0.0 0.0 -0.273
C -10.7248 6.8623 5.5474 0.0 0.0 0.0 -0.638
C -10.5753 7.8422 4.5297 0.0 0.0 0.0 -0.546
C -9.7768 7.3021 3.5560 0.0 0.0 0.0 -0.479
H -8.8513 5.4067 3.4280 0.0 0.0 0.0 0.249
H -9.8680 4.8053 5.6385 0.0 0.0 0.0 0.362
H -11.2919 6.9556 6.4583 0.0 0.0 0.0 0.403
H -11.0071 8.8288 4.5131 0.0 0.0 0.0 0.404
H -9.4263 7.7062 2.6214 0.0 0.0 0.0 0.357
N 8.5292 -9.8342 -4.9533 0.1 0.1 -0.3 -0.011
C 8.3965 -11.1742 -5.1775 0.0 -0.1 -0.1 -0.442
C 8.6965 -11.4126 -6.4939 -0.1 -0.2 0.1 -0.505
C 9.0269 -10.1682 -7.0867 0.0 0.1 0.0 -0.375
C 8.9181 -9.2116 -6.1150 -0.1 0.0 0.2 -0.520
H 8.3670 -9.3794 -4.0777 0.0 0.1 0.2 0.255
H 8.1024 -11.8440 -4.3873 0.0 0.0 0.0 0.414
H 8.6817 -12.3753 -6.9771 0.0 0.0 0.0 0.407
H 9.3135 -9.9949 -8.1103 0.0 0.0 0.0 0.397
H 9.0829 -8.1494 -6.1528 0.0 0.0 0.0 0.387